Formula: C3H8O3
Source: the Open Molecules 2025 dataset
Level of theory: ωB97M-V with the def2-TZVPD basis set

Calculated values
F_max = 2.37 eV Å⁻¹
SMILES = CCC(=O)O.O
energy relative to the best compared isomer or geometry (same formula, charge and spin) = 0.540 eV
electronic energy = -344.82850 Eh
E_LUMO = 0.67 eV
HOMO energy = -0.386 Eh

Atoms and positions in Å:
O1 0.07 1.86 0.64
O2 -1.98 1.55 -0.15
O3 2.56 -2.58 0.83
C1 -0.68 1.22 -0.06
C2 -0.35 0.11 -0.95
C3 -0.27 -1.36 -0.46
H1 0.68 0.40 -1.23
H2 0.06 -2.01 -1.28
H3 -1.03 0.10 -1.84
H4 2.76 -2.37 1.74
H5 2.80 -1.89 0.21
H6 -1.18 -1.64 0.08
H7 -2.24 2.20 0.51
H8 0.55 -1.44 0.31